{"formula": "C23H35OSn", "method": "ωB97M-V with the def2-TZVPD basis set", "elements": ["C", "H", "C", "C", "H", "C", "H", "C", "H", "H", "C", "C", "Sn", "C", "C", "H", "H", "C", "C", "O", "H", "H", "H", "C", "C", "H", "C", "H", "C", "H", "H", "C", "H", "H", "C", "H", "H", "H", "C", "C", "H", "H", "H", "H", "H", "H", "H", "C", "H", "C", "C", "H", "H", "H", "H", "H", "C", "H", "H", "H"], "coordinates": [[1.352580, 1.452379, 2.300535], [-2.624691, 1.231405, -3.378898], [1.292348, -1.092522, -3.297408], [-3.250504, 1.737545, -1.386044], [-4.425127, 3.583056, -1.757458], [-2.574644, 0.072806, 0.420624], [0.776129, 1.982144, 4.329041], [1.521421, -2.042069, 0.333986], [2.765875, -1.233589, 1.893592], [-1.110565, -2.594003, -3.232237], [2.037953, -1.382269, -0.825192], [-3.394123, 3.219119, -1.781837], [-0.305165, -0.148823, -0.257721], [1.305502, 2.402537, -1.301657], [-2.843841, 0.749893, -2.455859], [-3.581471, 0.020603, -2.648371], [1.117397, 2.421556, 1.851553], [2.800724, 2.822003, -2.972305], [3.297215, -0.600528, -0.875296], [0.224689, 0.581312, 2.026105], [3.388246, 0.079447, -0.015877], [-1.896039, 0.197115, -2.355898], [1.685399, -0.067914, -3.298082], [-1.055197, -3.027254, -2.225488], [1.133496, -1.615639, -1.916061], [3.361840, 0.011303, -1.779191], [0.294612, 2.696114, -3.308807], [-0.526677, -3.180104, 1.898378], [0.287216, -2.684485, -0.029304], [-1.586670, -3.588492, 0.532880], [1.549034, 2.635149, -4.972940], [-2.827006, 1.453088, -0.102237], [-0.315128, 0.522525, 2.829219], [1.452243, -2.288733, 2.466440], [0.118543, 2.833415, -1.927458], [2.478629, 2.218214, 3.937282], [0.340157, -1.081111, -3.843366], [1.879826, 0.582028, 4.221435], [2.180579, -2.133301, 1.658729], [1.591270, 2.716658, -3.835183], [-2.031816, -2.878576, -1.737316], [-2.858694, 3.994482, -1.230629], [-3.034262, 3.450378, -2.775259], [-0.995367, 2.990373, -1.848106], [-0.643731, 2.618131, -3.832804], [1.996100, -1.719404, -3.871249], [2.877518, -2.986943, 1.681869], [2.595080, 2.764234, -1.589194], [-2.518101, -0.225276, 1.472665], [1.624031, 1.554143, 3.787413], [-0.539668, -3.540970, 0.860558], [-3.083579, -0.693478, -0.173371], [-0.152288, -4.572692, 0.872270], [3.642706, 2.927058, -3.589488], [3.459244, 2.923047, -0.928282], [-0.918633, -4.115739, -2.342422], [0.061798, -2.447497, -1.431830], [4.170935, -1.271936, -0.858991], [2.195516, 1.027389, 1.751270], [-2.534667, 2.177598, 0.670571]], "forces_ev_per_angstrom": [[-0.1, 0.1, -0.1], [-0.4, 0.8, -0.9], [0.2, 0.0, -0.6], [3.2, 1.2, 1.3], [-0.1, -0.3, -0.1], [-1.1, 0.5, -1.5], [0.0, 0.0, -0.1], [-0.8, 0.4, -0.7], [-0.1, -0.2, -0.1], [0.0, -0.1, 0.3], [-1.0, -0.1, 0.2], [-0.5, 0.1, -0.2], [1.7, -1.4, -0.4], [-2.4, 2.8, 2.7], [0.0, 0.2, 0.0], [-1.0, -1.0, -0.3], [0.1, 0.0, 0.2], [-4.4, -0.2, -2.3], [0.6, 0.1, 0.0], [-0.2, 0.0, 0.6], [0.0, -0.2, -0.2], [-0.1, 0.0, 0.9], [-0.1, -0.2, 0.0], [-0.4, -0.3, -0.3], [-0.6, -0.4, 0.9], [0.0, -0.1, 0.1], [1.4, 0.8, 0.3], [0.0, -0.1, -0.2], [0.3, 0.9, -0.5], [0.3, 0.0, 0.1], [1.1, 0.3, 1.7], [-0.2, -1.4, 1.2], [0.1, 0.0, -0.2], [0.2, 0.1, -0.2], [0.3, -1.9, -1.4], [-0.1, 0.0, 0.1], [0.2, 0.0, 0.1], [-0.1, 0.1, -0.1], [0.3, -0.1, 0.5], [0.3, -0.5, -0.5], [0.2, -0.1, -0.2], [0.2, -0.6, 0.9], [-0.1, -0.5, -0.7], [1.5, -0.6, 2.0], [0.3, 0.3, -1.0], [-0.2, 0.2, 0.1], [-0.2, 0.2, 0.0], [1.0, -0.7, -1.8], [0.0, 0.7, -0.2], [0.3, 0.0, -0.2], [-0.2, -0.5, 0.3], [0.3, -0.1, 0.1], [-0.2, 0.2, 0.0], [1.7, 0.3, 0.2], [-0.7, -0.5, 0.1], [-0.1, 0.3, 0.0], [0.6, 0.8, 0.4], [-0.2, 0.2, 0.0], [0.0, 0.0, 0.1], [-0.8, 0.4, -0.6]], "nbo_charge": [-0.058, 0.231, -0.668, 0.080, 0.252, -0.681, 0.217, -0.108, 0.214, 0.225, -0.129, -0.679, 1.522, 0.101, -0.658, 0.242, 0.189, -0.190, -0.645, -0.792, 0.209, 0.201, 0.225, -0.641, -0.037, 0.231, -0.218, 0.216, -0.178, 0.222, 0.237, -0.240, 0.502, 0.220, -0.318, 0.243, 0.218, 0.224, -0.644, -0.219, 0.211, 0.233, 0.219, 0.264, 0.213, 0.235, 0.240, -0.325, 0.237, -0.651, -0.642, 0.225, 0.238, 0.236, 0.254, 0.238, -0.194, 0.238, 0.189, 0.223], "total_charge": 1, "mol_weight_g_mol": 446.24, "e_tot_ev": -32285.08323, "homo_energy_ev": [-10.680, -10.395], "homo_lumo_gap_ev": [5.90, 7.00], "multiplicity": 1, "max_force_ev_per_a": 4.9}

{"formula": "C23H36AlN10OS3", "method": "ωB97M-V with the def2-TZVPD basis set", "elements": ["H", "C", "N", "H", "H", "C", "N", "H", "H", "H", "H", "H", "C", "C", "C", "H", "C", "N", "C", "N", "H", "H", "H", "H", "H", "Al", "N", "N", "S", "C", "S", "H", "H", "C", "H", "N", "H", "S", "H", "O", "C", "H", "C", "C", "H", "C", "H", "N", "H", "C", "H", "H", "N", "H", "C", "H", "H", "C", "H", "C", "H", "C", "H", "C", "C", "C", "H", "H", "H", "N", "C", "H", "H", "C"], "coordinates": [[4.416779, 6.725595, -6.359490], [3.670020, 11.784323, -1.442214], [-5.433772, -1.387942, 1.826866], [-2.332093, 5.837893, -2.304774], [3.727927, -7.145839, 4.667035], [-1.500268, 1.915590, -2.376618], [-4.719323, 2.314995, -2.057215], [-6.225958, 2.376956, 0.897216], [2.879034, 11.337224, -3.395031], [2.742912, 0.532045, 2.074805], [1.964240, -5.377632, 0.589375], [-4.571837, 1.800812, 1.216371], [-3.128440, -0.933332, 3.314170], [2.537429, -3.508487, 1.493142], [2.789641, 10.964314, -2.370971], [-2.460724, 3.347631, 0.111291], [3.442586, 7.261897, -5.994620], [2.667845, 0.755015, -1.233836], [-5.438464, 1.698726, 0.557425], [2.079206, 6.650794, -5.755828], [3.096830, 9.915179, -2.345981], [-0.076621, 7.491797, -5.086096], [4.123165, -5.599162, 3.878684], [-4.429821, -12.447377, 6.051689], [-0.808890, -8.436485, 2.531371], [-1.245215, 3.365052, -0.944924], [3.267773, -2.828180, 2.263773], [-2.299396, -13.532526, 8.350875], [-1.080663, 5.498251, -1.764517], [1.657051, -4.328496, 0.564384], [0.111406, 4.602495, -5.153503], [1.190004, 2.407932, -4.521379], [-3.013499, -13.039087, 5.149431], [3.456775, 0.120299, 1.356149], [4.446546, 0.539157, 1.557604], [-3.402883, -9.920328, 3.970768], [1.745255, 11.037118, -2.055442], [2.741330, 4.120634, -6.840964], [-2.674389, 1.708152, -2.433228], [0.319581, 2.850994, 0.043757], [-1.041116, 2.344229, -3.890649], [3.498196, -0.965636, 1.477720], [-2.221807, -9.609914, 3.656454], [-0.798274, -9.235734, 3.277486], [-1.853451, 2.970289, -4.455444], [3.311927, -6.209731, 4.284517], [-1.025093, 0.896563, -2.017331], [4.400364, 12.464629, -0.671583], [-5.806827, 0.670492, 0.610294], [2.290149, -6.502430, 3.198070], [-2.310936, -0.633956, 2.652611], [0.612665, -4.255692, 0.879914], [1.442501, -6.745268, 2.296619], [4.012501, 9.672353, -5.614152], [3.185135, 8.831978, -5.594402], [-2.985481, -11.419274, 5.887968], [-2.841267, -1.845238, 3.844862], [-5.045404, 2.035491, -0.871618], [-0.913399, 1.324353, -4.497936], [1.719451, 5.163526, -5.934971], [-0.282667, -10.105211, 2.860551], [1.069928, 7.725919, -5.306329], [0.781299, 2.167178, -0.539143], [-2.769961, -13.040520, 7.289464], [3.025609, 0.467154, -0.059428], [-3.337140, -12.447379, 6.010182], [0.875357, 3.424876, -2.964996], [2.836538, -5.668796, 5.107407], [-3.305938, -0.137940, 4.043277], [1.746363, 9.091650, -5.202758], [-4.388454, -1.181782, 2.501329], [1.746444, -3.955586, -0.459675], [-0.255667, -8.890174, 4.161747], [0.397374, 3.123584, -3.989608]], "forces_ev_per_angstrom": [[-2.5, 0.9, 0.9], [4.8, 4.5, 5.1], [8.4, 1.6, 5.5], [1.2, -0.7, 0.7], [-0.2, 0.1, -0.2], [-1.1, -0.4, -1.0], [-3.0, -2.2, 9.5], [0.1, 0.0, -0.2], [0.0, 0.0, 0.2], [0.0, 0.0, -0.3], [0.0, 0.4, 0.1], [0.0, 0.1, -0.3], [-1.0, -0.2, -0.7], [4.7, 4.3, 5.0], [0.7, 0.7, 0.8], [-0.1, 0.0, 0.1], [-3.3, 4.5, 1.8], [2.9, -2.4, 9.3], [0.3, 0.2, -1.3], [-0.4, 1.7, 0.3], [0.0, 0.2, 0.0], [3.1, 0.5, -0.5], [-0.2, -0.1, -0.1], [0.2, 0.0, 0.1], [-0.1, -0.1, 0.2], [0.8, -1.3, 1.0], [-5.8, -5.8, -5.9], [-3.7, 3.9, -8.5], [-0.8, 0.8, -0.6], [0.8, 0.8, 0.5], [1.5, 0.5, 0.0], [-1.7, 1.7, 1.1], [0.0, 0.1, 0.2], [-0.3, 0.4, -1.3], [-0.2, 0.0, -0.2], [9.5, 2.5, -2.5], [0.2, 0.0, 0.0], [-1.8, 2.3, 2.0], [2.7, 0.4, 0.0], [-0.5, -0.7, -2.3], [0.2, -1.3, -0.3], [0.0, 0.4, -0.2], [-7.8, -2.0, 2.1], [-1.2, -0.3, 0.3], [1.4, -1.1, 1.3], [-0.8, -0.2, -0.9], [-0.6, 1.9, -1.0], [-5.8, -5.4, -6.2], [0.1, 0.2, -0.1], [-5.5, -1.6, -5.8], [-0.2, 0.0, 0.0], [0.2, 0.0, 0.1], [6.7, 1.7, 7.4], [-2.1, -1.9, 0.1], [-1.7, -4.5, -0.7], [-0.1, -0.2, 0.1], [-0.2, 0.1, -0.1], [2.1, 1.9, -7.8], [-0.2, 2.3, 0.9], [1.3, -0.1, -0.4], [-0.2, 0.1, 0.1], [4.3, 2.1, -0.5], [-0.8, 1.4, 1.2], [3.1, -3.3, 7.0], [-2.4, 2.0, -7.7], [0.5, -0.5, 1.1], [-1.2, -0.2, -2.0], [0.0, -0.1, -0.2], [-0.1, -0.1, -0.2], [1.5, -6.8, -1.7], [-6.9, -1.4, -4.4], [0.1, 0.1, 0.2], [-0.2, -0.1, -0.1], [1.4, -1.7, -0.3]], "lowdin_charge": [0.095, -0.218, 0.092, -0.212, 0.076, -0.300, 0.098, 0.072, 0.063, 0.082, 0.033, 0.058, -0.074, -0.169, -0.094, -0.091, -0.044, 0.096, -0.092, -0.182, 0.074, 0.122, 0.076, 0.077, 0.059, -0.110, 0.089, 0.070, 0.260, -0.089, 0.750, 0.087, 0.074, -0.084, 0.075, 0.091, 0.078, 0.548, 0.012, -0.368, -0.334, -0.008, -0.187, -0.089, 0.088, -0.065, 0.057, 0.063, 0.028, -0.165, 0.081, 0.080, 0.103, 0.087, -0.136, 0.032, 0.071, -0.198, 0.106, -0.938, 0.077, -0.059, -0.049, -0.217, -0.190, -0.102, 0.074, 0.082, 0.077, -0.038, -0.193, 0.082, 0.070, -0.466], "total_charge": -1, "mol_weight_g_mol": 591.79, "e_tot_ev": -80475.26879, "homo_energy_ev": -4.826, "homo_lumo_gap_ev": 5.88, "multiplicity": 1, "max_force_ev_per_a": 10.2}